Version A
An isolated molecule of C3H8N2O. Source: the OMol25 dataset; level of theory: ωB97M-V/def2-TZVPD.

```
14
Properties=species:S:1:pos:R:3
C 1.6441 0.0893 -0.4661
C 0.1847 -0.2940 -0.2472
N -0.7485 0.3151 -1.2392
C -0.2933 0.0811 1.1615
N -1.5982 -0.2901 1.4403
O 0.4204 0.6073 1.9779
H 1.8429 1.0579 -0.0092
H 2.2479 -0.6264 0.0665
H 1.8548 0.1873 -1.5255
H 0.1068 -1.3874 -0.2934
H -0.1950 0.6954 -1.9951
H -1.2904 -0.4231 -1.6701
H -1.9909 0.2707 2.1834
H -2.1852 -0.2832 0.6161
```

## Properties
SMILES ... C[C@H](N)C(N)=O
E_LUMO ... 0.9 eV
Multiplicity ... 1

Here are the Löwdin charges for atoms 1 to 5, given in e:
1. C -0.053
2. C -0.362
3. N 0.036
4. C -0.514
5. N 0.142

---

Version B
An isolated molecule of C3H8N2O. Source: the OMol25 dataset; level of theory: ωB97M-V/def2-TZVPD.

```
14
Properties=species:S:1:pos:R:3
C 0.8468 1.0206 0.3529
C -0.6411 0.7852 0.1310
C 1.4948 -0.1015 -0.3935
N -0.8204 -0.6034 0.3626
N -2.0899 -1.0438 -0.0790
O 2.2847 -1.0635 0.1325
H 1.1275 1.9482 0.0275
H 1.2447 0.8494 1.3164
H -1.1821 1.5582 0.6811
H -0.9860 0.8635 -0.9825
H 1.6578 -0.1756 -1.5002
H -2.1688 -2.0301 -0.2060
H -2.5908 -0.5213 -0.7347
H 1.8228 -1.4859 0.8918
```

## Properties
E_LUMO (alpha / beta) ... 1.2 / 0.7 eV
Multiplicity ... 1

Here are the Löwdin charges for atoms 1 to 5, given in e:
1. C -0.180
2. C -0.299
3. C -0.221
4. N -0.061
5. N 0.019

---

Version C
An isolated molecule of C3H8N2O. Source: the OMol25 dataset; level of theory: ωB97M-V/def2-TZVPD.

```
14
Properties=species:S:1:pos:R:3
H -2.7501 0.0930 -0.2326
N -1.8029 0.4642 -0.1853
C -0.9194 -0.3920 -0.0279
N -1.1881 -1.9660 -0.0151
C 0.5202 -0.3271 0.0206
C 0.8534 1.3434 0.1508
O 2.2061 1.4428 0.5127
H -0.4866 -2.6388 0.2582
H -1.8543 -2.3526 -0.6705
H 1.0004 -0.6632 -0.8953
H 0.9410 -0.7745 0.9179
H 0.6199 1.7961 -0.8176
H 0.2293 1.7968 0.9246
H 2.6311 2.1778 0.0595
```

## Properties
SMILES ... [H]/N=C(\N)CCO
E_LUMO ... 0.9 eV
Multiplicity ... 1

Here are the Löwdin charges for atoms 1 to 5, given in e:
1. H 0.066
2. N 0.149
3. C -0.443
4. N 0.041
5. C -0.106

---

Energies in hartree, measured from the most stable structure: version A 0.0000; version B 0.1852; version C 0.0700.